{"formula": "C11H10N4", "method": "the ωB97M-V functional and the def2-TZVPD basis", "species": ["C", "C", "N", "C", "H", "H", "H", "N", "C", "C", "H", "H", "C", "C", "C", "H", "H", "N", "H", "H", "C", "H", "C", "C", "N"], "positions_angstrom": [[2.1860, 0.4313, 2.9707], [0.6378, -0.0669, 0.8000], [-0.2650, 0.6618, -1.3889], [-1.0838, 1.0065, -3.4498], [2.8833, 0.5971, 3.8770], [1.5476, -1.4032, 3.8913], [-1.5247, 0.7625, -4.4117], [-1.8023, -0.8970, -1.8798], [-0.2917, -0.1109, -0.3001], [1.3586, 1.1128, 0.8406], [0.1910, -1.9754, 1.7655], [0.3190, 2.5017, -3.8559], [-1.1459, 0.1753, -2.3099], [2.1175, 1.3431, 1.9334], [1.4199, -0.7067, 3.0001], [-2.4400, -1.9233, 1.0409], [-3.2752, -1.9139, -0.5357], [-1.4151, -1.0969, -0.6282], [-1.8362, -3.2517, -0.2087], [2.5755, 2.3185, 1.8657], [-2.3364, -2.1606, 0.0065], [1.3519, 1.8525, 0.0272], [-0.1336, 1.9361, -3.0885], [0.6161, -0.9568, 1.9008], [0.3458, 1.7642, -1.8625]], "nbo_charge": [-0.208, -0.105, -0.159, -0.402, 0.216, 0.227, 0.235, -0.274, 0.335, -0.205, 0.216, 0.211, 0.266, -0.197, -0.212, 0.212, 0.248, -0.147, 0.225, 0.220, -0.395, 0.269, -0.004, -0.205, -0.369], "mol_weight_g_mol": 198.2, "lumo_ev": [0.046, 0.046], "orbital_gap_ha": [0.267, 0.267], "relative_energy_ev": 1.454, "charge": 0}